Computed, not measured: a single C6H7N molecule at a distorted geometry, with ωB97M-V with the def2-TZVPD basis set.

ORCA input file:
```
! RIJCOSX wB97M-V def2-TZVPD def2/J DEFGRID3
* xyz 0 1
N -0.19 3.58 -0.47
C -0.19 2.47 -0.14
C -0.20 1.06 0.23
C 1.06 0.29 -0.21
C 0.85 -1.20 -0.10
C -0.37 -1.75 -0.06
C -1.67 -1.16 -0.21
H -0.36 0.96 1.31
H 1.30 0.56 -1.24
H 1.92 0.61 0.40
H 1.73 -1.83 -0.04
H -0.46 -2.84 0.10
H -1.07 0.61 -0.29
H -2.24 -1.27 0.73
*
```

The HOMO energy (spin up / spin down) comes out at -8.622 / -8.665 eV. Its energy above the lowest of the compared OMol25 structures with the same formula, charge and spin is 114.82 kcal/mol. The value obtained for the molecular weight is 93.13 u.

Computed, not measured: a molecular structure, C26H31EuN2O8 at a distorted geometry, with ωB97M-V with the def2-TZVPD basis set.

ORCA input file:
```
! RIJCOSX wB97M-V def2-TZVPD def2/J DEFGRID3
* xyz 0 7
O -5.42 -0.82 -3.30
C -6.12 -2.07 -3.01
C -7.13 -1.90 -4.15
H -6.59 -2.04 -2.01
H -5.47 -2.94 -3.12
C -6.37 -0.56 -4.38
H -8.16 -1.78 -3.83
H -7.01 -2.62 -4.96
C -7.23 0.66 -4.10
H -7.75 0.56 -3.14
H -7.98 0.76 -4.90
H -6.61 1.56 -4.08
C -5.70 -0.47 -5.74
H -5.09 -1.35 -5.94
H -5.08 0.43 -5.79
H -6.48 -0.40 -6.51
Eu 1.37 0.27 0.65
C 3.55 -0.23 -1.00
C 3.53 -1.45 -0.25
C 2.37 -2.19 -0.65
H 4.28 -1.78 0.47
C 1.70 -1.45 -1.66
C 2.42 -0.23 -1.87
H 2.16 0.56 -2.59
H 4.31 0.55 -0.93
H 2.09 -3.18 -0.28
H 0.82 -1.78 -2.23
C 2.12 3.23 0.78
C 1.95 2.82 -0.57
C 0.57 2.53 -0.77
H 2.72 2.79 -1.34
C -0.11 2.70 0.49
C 0.86 3.15 1.44
H 0.67 3.41 2.48
H 3.06 3.59 1.22
H 0.11 2.29 -1.72
H -1.17 2.54 0.66
O -0.82 -0.28 -0.36
C -1.41 0.12 -1.64
C -2.49 -0.90 -1.94
H -0.62 0.17 -2.40
H -1.83 1.13 -1.49
C -2.83 -1.54 -0.58
H -2.10 -1.65 -2.63
H -3.37 -0.45 -2.41
C -1.58 -1.35 0.28
H -3.11 -2.59 -0.67
H -3.67 -1.00 -0.13
H -0.95 -2.25 0.30
H -1.79 -1.03 1.31
O 3.49 0.96 1.71
C 3.18 0.32 2.77
O 2.09 -0.34 2.88
C 4.18 0.34 3.90
C 4.42 -0.83 4.62
C 5.38 -0.82 5.66
C 6.02 0.38 6.02
C 5.77 1.54 5.28
C 4.88 1.52 4.18
N 6.32 2.80 5.71
O 7.02 2.81 6.75
O 6.07 3.82 5.05
N 5.68 -2.04 6.35
O 5.13 -3.09 5.96
O 6.48 -2.00 7.31
H 3.87 -1.74 4.38
H 6.68 0.40 6.88
H 4.72 2.41 3.58
*
```

The HOMO energy (spin up / spin down) comes out at -7.949 / -8.001 eV. Its energy above the lowest of the compared OMol25 structures with the same formula, charge and spin is 0.00 kcal/mol. The value obtained for the molecular weight is 651.50 u.

Computed, not measured: a molecular structure, C6H20N3NiS at a distorted geometry, with ωB97M-V with the def2-TZVPD basis set.

ORCA input file:
```
! RIJCOSX wB97M-V def2-TZVPD def2/J DEFGRID3
* xyz -1 3
C -0.90 -0.88 -1.45
Ni 0.04 0.07 -0.20
N 1.42 0.88 -1.50
H -0.88 -0.57 0.78
H -1.32 0.81 0.09
H -1.91 -1.20 -1.18
H -0.33 -1.79 -1.69
H -0.97 -0.29 -2.37
H 2.39 0.59 -1.32
H 1.37 1.90 -1.43
H 1.17 0.61 -2.45
C -0.03 2.01 6.26
C -0.78 1.51 5.01
N 0.15 1.57 3.85
C 0.46 0.60 2.99
S 1.06 1.06 1.43
N 0.31 -0.69 3.26
C 0.41 -1.34 4.59
C -0.81 -2.26 4.76
H 0.86 1.38 6.44
H -0.67 1.98 7.16
H 0.31 3.06 6.13
H -1.21 0.50 5.16
H -1.61 2.22 4.83
H 0.35 2.49 3.47
H 0.60 -1.27 2.47
H 1.31 -1.97 4.59
H 0.49 -0.59 5.40
H -0.83 -3.04 3.99
H -0.79 -2.75 5.75
H -1.74 -1.67 4.67
*
```

The HOMO energy (spin up / spin down) comes out at 0.538 / -3.722 eV. Its energy above the lowest of the compared OMol25 structures with the same formula, charge and spin is 44.71 kcal/mol. The value obtained for the molecular weight is 225.01 u.

Computed, not measured: a molecular structure, C19H37AuN7O7S at a distorted geometry, with ωB97M-V with the def2-TZVPD basis set.

ORCA input file:
```
! RIJCOSX wB97M-V def2-TZVPD def2/J DEFGRID3
* xyz 3 1
Au -0.54 -0.27 2.08
C -3.19 0.44 3.25
O -2.40 -0.74 2.92
C -2.65 -1.83 3.89
C -1.80 -3.03 3.54
O -0.55 -2.45 3.21
C 0.71 -2.77 3.76
C 1.24 -1.45 4.35
O 0.41 -0.32 3.91
C 0.73 0.92 4.61
H -2.85 0.86 4.20
H -4.23 0.14 3.33
H -3.07 1.16 2.44
H -3.72 -2.04 3.83
H -2.39 -1.44 4.88
H -2.18 -3.61 2.70
H -1.75 -3.67 4.42
H 1.35 -3.16 2.97
H 0.64 -3.52 4.55
H 2.27 -1.25 4.06
H 1.16 -1.43 5.44
H 0.52 0.76 5.67
H 0.09 1.70 4.21
H 1.78 1.16 4.45
C 4.55 3.30 -0.30
C 3.70 2.67 -1.39
C 2.31 3.30 -1.48
C 3.61 1.15 -1.25
N 2.75 0.75 -0.10
C 1.47 0.46 -0.10
N 1.15 0.25 1.18
N 2.27 0.42 1.93
N 3.23 0.72 1.15
H 4.64 4.37 -0.47
H 5.55 2.88 -0.27
H 4.10 3.18 0.69
H 4.20 2.80 -2.35
H 1.80 3.29 -0.51
H 1.68 2.80 -2.22
H 2.40 4.35 -1.78
H 4.57 0.68 -1.07
H 3.14 0.70 -2.12
H 0.84 0.41 -0.98
C 0.58 0.30 -5.89
C 0.76 -0.96 -5.05
S -0.13 -0.93 -3.53
O 0.07 -2.17 -2.80
O 0.18 0.29 -2.79
C -1.86 -0.85 -3.98
C -2.78 -1.15 -2.80
N -2.41 -0.42 -1.56
C -1.87 -1.00 -0.48
N -1.50 -0.02 0.37
C -1.83 1.21 -0.16
C -2.39 0.95 -1.35
N -2.91 1.95 -2.27
O -2.71 3.09 -1.94
O -3.52 1.55 -3.23
C -1.72 -2.45 -0.23
H 1.19 0.21 -6.78
H 0.88 1.19 -5.34
H -0.45 0.43 -6.22
H 1.79 -1.12 -4.73
H 0.43 -1.87 -5.56
H -2.04 -1.61 -4.75
H -2.05 0.13 -4.41
H -2.75 -2.21 -2.54
H -3.80 -0.89 -3.06
H -1.63 2.16 0.31
H -2.71 -2.92 -0.17
H -1.20 -2.62 0.71
H -1.15 -2.92 -1.03
*
```

The HOMO energy comes out at -18.673 eV. Its energy above the lowest of the compared OMol25 structures with the same formula, charge and spin is 6.08 kcal/mol. The value obtained for the molecular weight is 704.58 u.

Computed, not measured: a molecular structure, C23H21BrIrN3O4SbSe4, with ωB97M-V with the def2-TZVPD basis set.

ORCA input file:
```
! RIJCOSX wB97M-V def2-TZVPD def2/J DEFGRID3
* xyz -2 6
Ir 1.42 1.06 0.92
O 4.62 -2.86 -1.04
C 4.73 -3.01 0.29
C 5.52 -4.06 0.76
C 5.67 -4.27 2.12
C 5.03 -3.45 3.04
C 4.23 -2.41 2.57
C 4.07 -2.17 1.21
C 3.21 -1.05 0.78
O 2.54 -0.41 1.72
N 3.19 -0.72 -0.48
N 2.36 0.34 -0.66
C 2.12 0.94 -1.83
C 1.28 2.05 -1.76
C 0.89 2.81 -2.89
C 0.11 3.92 -2.73
C -0.31 4.30 -1.43
C 0.05 3.52 -0.36
N 0.81 2.41 -0.50
H 4.01 -2.09 -1.20
H 6.01 -4.70 0.03
H 6.29 -5.09 2.47
H 5.15 -3.60 4.10
H 3.72 -1.75 3.26
H 2.54 0.57 -2.75
H 1.23 2.50 -3.87
H -0.19 4.50 -3.59
H -0.91 5.18 -1.25
H -0.26 3.79 0.64
Se -0.02 5.88 2.71
Sb 1.57 4.20 3.52
Se 3.49 2.94 1.31
Se 0.19 1.91 2.82
Se 1.74 4.19 5.96
C -6.94 -1.34 -1.02
C -5.46 -1.05 -0.94
C -4.88 -0.04 -1.70
C -3.52 0.25 -1.62
C -2.91 1.36 -2.45
C -2.72 -0.48 -0.75
C -3.28 -1.50 0.04
C -2.42 -2.27 1.00
C -4.64 -1.77 -0.08
C -1.24 -0.19 -0.65
O -0.52 -0.51 -1.60
O -0.91 0.38 0.44
H -7.39 -0.87 -1.90
H -7.47 -0.96 -0.14
H -7.13 -2.41 -1.08
H -5.51 0.54 -2.38
H -3.64 1.76 -3.16
H -2.04 0.99 -2.99
H -2.56 2.17 -1.81
H -1.50 -2.61 0.52
H -2.95 -3.14 1.40
H -2.11 -1.63 1.83
H -5.07 -2.57 0.52
Br 0.71 0.57 4.64
*
```

The HOMO energy (spin up / spin down) comes out at -1.228 / -2.277 eV. Its energy above the lowest of the compared OMol25 structures with the same formula, charge and spin is 24.79 kcal/mol. The value obtained for the molecular weight is 1113.16 u.

Computed, not measured: a molecular structure, C23H34Br54ClNO5P3 at a distorted geometry, with ωB97M-V with the def2-TZVPD basis set.

ORCA input file:
```
! RIJCOSX wB97M-V def2-TZVPD def2/J DEFGRID3
* xyz -1 1
C 1.32 0.44 0.13
C -0.03 0.01 0.75
N -0.82 1.12 1.28
P -2.27 1.54 0.31
C -3.83 1.95 -0.72
C -3.16 2.31 1.92
C -2.42 2.12 3.18
O -1.62 2.86 3.65
Cl -2.75 0.61 4.18
P -3.23 -0.46 0.79
O -3.12 -1.40 -0.39
P -1.53 3.66 -0.18
O -2.59 4.59 -0.66
O -0.83 4.38 1.11
O -0.35 3.56 -1.31
H 1.19 0.58 -0.94
H 2.02 -0.38 0.23
H 1.71 1.35 0.59
H -0.57 -0.58 0.01
H 0.21 -0.67 1.57
H -0.19 1.91 1.40
H -1.71 1.00 -0.90
H -3.56 2.31 -1.71
H -4.36 1.01 -0.89
H -4.52 2.62 -0.22
H -3.33 3.38 1.78
H -4.14 1.84 2.03
H -4.62 -0.30 1.03
H -2.63 -1.11 1.88
H -1.11 5.30 1.12
H 0.20 2.80 -1.06
C 1.87 5.85 1.90
Br 3.49 5.23 1.07
Br 2.19 6.45 3.71
Br 1.01 7.21 0.84
H 1.19 5.01 1.96
C -3.24 -3.85 4.89
Br -3.47 -2.55 6.29
Br -3.79 -5.60 5.44
Br -4.10 -3.31 3.27
H -2.18 -3.91 4.68
C -3.81 -1.69 -3.31
Br -3.75 0.13 -3.91
Br -5.59 -2.40 -3.43
Br -2.57 -2.78 -4.31
H -3.52 -1.70 -2.27
C -6.80 0.25 -6.45
Br -6.79 2.05 -7.12
Br -8.57 -0.51 -6.46
Br -5.54 -0.86 -7.38
H -6.48 0.29 -5.42
C 6.16 7.90 -1.15
Br 4.62 7.06 -1.94
Br 5.76 8.65 0.57
Br 7.66 6.69 -1.07
H 6.44 8.72 -1.80
C -3.83 -9.19 3.40
Br -2.60 -7.82 2.85
Br -4.10 -9.20 5.30
Br -5.49 -9.07 2.44
H -3.38 -10.14 3.14
C 11.82 5.84 -0.99
Br 11.71 7.31 0.24
Br 10.95 4.26 -0.30
Br 11.14 6.31 -2.72
H 12.87 5.60 -1.11
C 0.06 -2.40 9.07
Br 1.33 -3.60 9.91
Br 0.33 -2.33 7.17
Br -1.75 -2.85 9.52
H 0.26 -1.41 9.46
C 4.70 -5.09 8.49
Br 4.39 -3.50 7.46
Br 6.18 -6.10 7.81
Br 4.92 -4.69 10.37
H 3.82 -5.71 8.40
C 0.49 -6.20 7.46
Br 1.80 -7.33 8.31
Br 0.77 -6.10 5.56
Br -1.30 -6.74 7.89
H 0.63 -5.20 7.85
C -1.66 -6.37 -2.92
Br 0.24 -6.55 -2.68
Br -2.30 -7.43 -4.39
Br -2.60 -6.75 -1.29
H -1.84 -5.33 -3.19
C -1.84 -0.61 -9.33
Br -2.10 0.69 -7.94
Br -2.52 -2.35 -8.84
Br -2.56 -0.01 -11.02
H -0.77 -0.71 -9.46
C 10.91 8.82 -6.26
Br 9.38 9.96 -6.05
Br 12.29 9.23 -4.99
Br 10.40 6.96 -6.22
H 11.32 9.01 -7.24
C 5.93 9.13 -8.55
Br 7.56 8.12 -8.72
Br 5.04 8.76 -6.89
Br 6.25 11.02 -8.78
H 5.27 8.82 -9.35
C -3.16 -12.60 8.22
Br -2.90 -10.83 8.92
Br -4.86 -12.76 7.33
Br -1.71 -13.13 7.08
H -3.18 -13.28 9.06
C -11.43 -3.64 -4.98
Br -11.65 -2.06 -6.05
Br -9.91 -4.67 -5.55
Br -11.33 -3.21 -3.11
H -12.30 -4.25 -5.13
C 2.47 2.91 5.83
Br 3.10 4.64 6.41
Br 0.77 3.04 4.94
Br 3.78 2.01 4.75
H 2.33 2.31 6.72
C 2.20 1.15 -9.18
Br 1.87 2.40 -7.76
Br 1.59 -0.62 -8.71
Br 1.43 1.73 -10.84
H 3.27 1.09 -9.32
*
```

The HOMO energy comes out at -5.451 eV. Its energy above the lowest of the compared OMol25 structures with the same formula, charge and spin is 0.00 kcal/mol. The value obtained for the molecular weight is 4847.72 u.

Computed, not measured: a molecular structure, C6H9N, with ωB97M-V with the def2-TZVPD basis set.

ORCA input file:
```
! RIJCOSX wB97M-V def2-TZVPD def2/J DEFGRID3
* xyz 0 1
C 2.20 0.45 -0.05
N 1.09 -0.40 -0.39
C 0.43 -1.27 0.47
C -1.96 -0.44 0.43
C -1.24 0.81 -0.16
C -0.20 -0.06 -0.97
C -0.78 -1.22 -0.14
H 1.89 1.35 0.50
H 2.76 0.75 -0.94
H 2.88 -0.12 0.60
H 0.81 -1.64 1.43
H -2.06 -0.47 1.51
H -0.77 1.45 0.60
H -1.86 1.42 -0.82
H -0.23 0.05 -2.05
H -2.94 -0.64 -0.03
*
```

The HOMO energy comes out at -7.438 eV. Its energy above the lowest of the compared OMol25 structures with the same formula, charge and spin is 93.14 kcal/mol. The value obtained for the molecular weight is 95.14 u.

Computed, not measured: 2 unconnected molecules or ions with the total composition C13H23NO3 at a distorted geometry, with ωB97M-V with the def2-TZVPD basis set.

ORCA input file:
```
! RIJCOSX wB97M-V def2-TZVPD def2/J DEFGRID3
* xyz 0 1
C 3.41 2.31 -1.49
C 4.24 1.30 -0.69
C 3.81 1.44 0.75
C 2.27 0.84 0.96
C 2.10 -0.80 0.59
O 2.98 -1.44 0.65
N 0.72 -1.25 0.91
C -0.43 -0.34 0.66
H -0.32 0.62 1.20
H -1.10 -0.99 1.34
C -0.99 0.07 -0.64
C -2.53 0.19 -0.68
O -3.25 -0.91 -0.92
O -2.66 1.44 -0.14
C -4.06 1.69 -0.11
C -4.62 1.23 1.52
H -4.49 0.02 1.51
H -3.95 1.63 2.25
H -5.46 1.72 1.47
H -4.11 2.84 0.04
H -4.70 1.24 -0.86
H -0.59 0.87 -0.91
C -0.58 -1.23 -1.47
C -0.59 -2.56 -0.50
C 0.60 -2.34 0.11
H 1.63 -2.84 -0.07
H 0.38 -3.29 1.24
H -1.46 -2.58 -0.22
H -0.44 -3.52 -1.20
H 0.43 -1.23 -1.92
H -1.31 -1.35 -2.36
H 1.88 1.05 1.89
H 1.57 1.46 0.34
H 3.72 2.24 1.13
H 4.28 0.63 1.36
H 3.99 0.50 -1.04
H 5.19 1.53 -0.90
H 3.78 2.32 -2.31
H 2.28 2.11 -1.65
H 3.33 3.44 -1.07
*
```

The HOMO energy comes out at -7.781 eV. Its energy above the lowest of the compared OMol25 structures with the same formula, charge and spin is 342.49 kcal/mol. The value obtained for the molecular weight is 241.33 u.

Computed, not measured: 2 unconnected molecules or ions with the total composition C4H13NO at a distorted geometry, with ωB97M-V with the def2-TZVPD basis set.

ORCA input file:
```
! RIJCOSX wB97M-V def2-TZVPD def2/J DEFGRID3
* xyz 1 2
C -2.15 -1.35 2.60
C -2.48 -2.31 1.45
C -3.84 -3.05 1.63
H -1.40 -0.68 2.17
H -3.04 -0.83 2.96
H -1.66 -1.84 3.44
H -2.37 -1.83 0.48
H -1.82 -3.18 1.56
H -3.77 -3.67 2.51
H -3.89 -3.74 0.78
H -4.63 -2.32 1.51
N 3.12 2.46 -2.92
C 4.05 3.21 -2.08
O 5.07 3.87 -2.71
H 2.36 3.14 -3.02
H 3.48 2.13 -3.82
H 4.42 2.42 -1.39
H 3.46 3.94 -1.51
H 5.09 3.63 -3.64
*
```

The HOMO energy (spin up / spin down) comes out at -12.687 / -12.687 eV. Its energy above the lowest of the compared OMol25 structures with the same formula, charge and spin is 62.41 kcal/mol. The value obtained for the molecular weight is 91.15 u.

Computed, not measured: a single C5H7NO molecule at a distorted geometry, with ωB97M-V with the def2-TZVPD basis set.

ORCA input file:
```
! RIJCOSX wB97M-V def2-TZVPD def2/J DEFGRID3
* xyz 0 1
C -0.20 1.09 2.16
O 0.79 0.77 1.17
N 0.25 0.10 0.11
C 0.20 -1.27 0.02
C -0.28 -1.51 -1.27
C -0.55 -0.27 -1.93
C -0.17 0.71 -1.06
H 0.45 1.41 2.99
H -0.75 0.14 2.44
H -0.97 1.79 1.78
H 0.61 -1.89 0.78
H -0.46 -2.50 -1.70
H -0.88 -0.10 -2.90
H -0.06 1.79 -1.10
*
```

The HOMO energy comes out at -8.425 eV. Its energy above the lowest of the compared OMol25 structures with the same formula, charge and spin is 62.93 kcal/mol. The value obtained for the molecular weight is 97.12 u.

What did the eighth record say?
Computed, not measured: 2 unconnected molecules or ions with the total composition C13H23NO3 at a distorted geometry, with ωB97M-V with the def2-TZVPD basis set.

ORCA input file:
```
! RIJCOSX wB97M-V def2-TZVPD def2/J DEFGRID3
* xyz 0 1
C 3.41 2.31 -1.49
C 4.24 1.30 -0.69
C 3.81 1.44 0.75
C 2.27 0.84 0.96
C 2.10 -0.80 0.59
O 2.98 -1.44 0.65
N 0.72 -1.25 0.91
C -0.43 -0.34 0.66
H -0.32 0.62 1.20
H -1.10 -0.99 1.34
C -0.99 0.07 -0.64
C -2.53 0.19 -0.68
O -3.25 -0.91 -0.92
O -2.66 1.44 -0.14
C -4.06 1.69 -0.11
C -4.62 1.23 1.52
H -4.49 0.02 1.51
H -3.95 1.63 2.25
H -5.46 1.72 1.47
H -4.11 2.84 0.04
H -4.70 1.24 -0.86
H -0.59 0.87 -0.91
C -0.58 -1.23 -1.47
C -0.59 -2.56 -0.50
C 0.60 -2.34 0.11
H 1.63 -2.84 -0.07
H 0.38 -3.29 1.24
H -1.46 -2.58 -0.22
H -0.44 -3.52 -1.20
H 0.43 -1.23 -1.92
H -1.31 -1.35 -2.36
H 1.88 1.05 1.89
H 1.57 1.46 0.34
H 3.72 2.24 1.13
H 4.28 0.63 1.36
H 3.99 0.50 -1.04
H 5.19 1.53 -0.90
H 3.78 2.32 -2.31
H 2.28 2.11 -1.65
H 3.33 3.44 -1.07
*
```

The HOMO energy comes out at -7.781 eV. Its energy above the lowest of the compared OMol25 structures with the same formula, charge and spin is 342.49 kcal/mol. The value obtained for the molecular weight is 241.33 u.

Question: What is the molecular weight in the fourth record?
Answer: 704.58 u

Question: energy above the lowest of the compared OMol25 structures with the same formula, charge and spin of number 10 (C5H7NO)?
Answer: 62.93 kcal/mol